Below is C3H5KO3 as an isolated structure at a distorted geometry, with properties calculated with ωB97M-V/def2-TZVPD.

```
12
Properties=species:S:1:pos:R:3:forces:R:3:nbo_charge:R:1
K 0.2146 -2.8690 -0.6872 0.25 -0.62 -0.42 0.978
O 0.9794 0.9759 0.0374 -0.78 0.08 2.29 -0.485
O 2.3714 -0.6991 0.0774 0.21 -1.12 0.10 -0.719
O -0.8590 -0.8516 0.1056 -1.23 0.75 4.47 -0.769
C 1.2189 -0.2592 -0.3808 0.84 0.40 -2.75 0.441
C -1.2824 0.3994 -0.4788 0.22 0.17 1.68 -0.176
C -0.3543 1.2361 0.3670 0.12 1.73 -2.71 0.093
H -0.7643 -0.3186 1.1880 -0.34 -2.43 -3.52 0.466
H -0.5304 2.3034 0.4816 0.20 -0.11 0.40 0.215
H 2.4456 -0.8927 1.0171 0.35 0.90 0.73 0.508
H -2.3213 0.5457 -0.1642 0.11 0.31 -0.59 0.218
H -1.1183 0.4296 -1.5632 0.05 -0.05 0.33 0.230
```
Positions in Å, forces in eV/Å.

LUMO level (spin up / spin down) in eV: -3.678 / -5.017
2S+1: 2
Net charge: +1
Calculated total energy in a.u.: -942.54378
Frontier orbital gap (spin up / spin down) in Eh: 0.3207 / 0.2745
E_HOMO (spin up / spin down) in hartree: -0.4559 / -0.4588
Energy relative to the best compared isomer or geometry (same formula, charge and spin) in kJ/mol: 429.48


Below is C35H49MoN3O7S6Si as an isolated structure at a distorted geometry, with properties calculated with ωB97M-V/def2-TZVPD.

```
102
Properties=species:S:1:pos:R:3:forces:R:3:lowdin_spin:R:1
Mo -0.0195 -0.4677 0.9314 0.07 0.65 -0.01 1.002
S -0.0577 -3.5881 -0.8188 -0.15 -1.38 -0.17 0.004
S -3.7882 -1.5630 2.2109 0.14 -0.77 0.68 0.018
S -7.9043 1.0116 -0.9897 -0.41 0.21 -0.29 0.000
S -4.9089 1.1403 -0.9706 -0.43 -0.35 0.38 -0.003
S -6.2612 -0.6095 0.8779 0.59 0.48 -0.45 0.002
S -2.1783 0.5168 -0.2422 0.34 -0.19 -0.32 0.032
Si 1.2624 1.8064 1.0229 0.81 1.08 0.14 0.013
O 3.1021 -3.3643 0.8556 -0.67 0.28 0.49 0.003
O -2.1372 0.9052 2.6564 0.36 0.12 0.14 0.016
O 1.6498 -2.5607 2.2593 -0.25 -0.31 0.21 0.007
O -0.2773 -2.8260 0.4189 -0.32 0.01 -0.17 0.039
O 1.1072 -3.1441 -1.5826 -0.36 -0.03 -0.31 0.005
O 2.0186 -1.4403 0.3758 -0.44 0.51 -0.12 0.011
O -0.0331 -5.0176 -0.5614 -0.07 0.13 -0.08 0.004
N -1.0542 0.0136 2.6005 -1.10 0.83 0.90 0.171
N 0.6665 -1.5630 2.4549 0.38 -0.44 0.41 0.122
N 0.0914 -0.4952 -0.9849 0.23 -0.28 -3.95 0.027
C 3.5346 2.9652 2.7164 -0.31 -0.05 -0.21 -0.001
C 2.8786 1.6595 2.2536 -0.24 -0.12 -0.09 -0.004
C -2.5707 -3.4424 -3.9637 0.02 -0.13 0.05 0.000
C 2.2023 -2.4170 1.0768 0.98 -0.09 0.61 0.008
C 0.9871 -1.5281 -5.6155 -0.12 0.01 -0.50 -0.001
C -0.1666 -1.1047 -6.2748 -0.02 -0.03 0.20 0.071
C 0.0289 -0.8878 -3.4937 -0.08 -0.15 -2.11 0.014
C -6.4348 0.5439 -0.4003 0.53 -0.26 0.28 0.000
C -4.4826 -0.5917 1.0114 -0.35 0.63 -0.75 0.013
C 2.4643 0.8845 3.5093 -0.05 -0.03 -0.18 -0.002
C 2.0330 2.3502 -0.7801 -0.12 -0.18 0.19 -0.003
C -4.9372 -2.6318 -4.2606 0.08 0.06 0.00 0.000
C 0.0032 3.3120 3.1960 0.19 -0.19 -0.14 0.000
C -1.1441 -0.4651 -4.1713 0.48 0.02 0.70 0.054
C -2.6107 -2.7369 -1.2840 -0.06 0.10 0.22 0.003
C 0.1201 -1.5753 3.6952 -0.07 -0.10 0.51 0.098
C 1.0955 -1.4288 -4.2512 -0.31 0.19 0.75 0.054
C 3.0222 3.5241 -0.8177 -0.20 -0.17 0.28 -0.001
C 0.0941 -0.7714 -2.1296 0.05 1.00 2.82 0.127
C -3.8590 0.2344 0.1200 -0.34 -0.23 0.36 -0.001
C -1.4513 -3.6516 -3.1765 0.05 -0.14 -0.25 0.002
C 2.7745 1.1793 -1.4401 -0.08 -0.10 0.17 0.001
C 0.5836 -2.4586 4.8083 0.06 0.24 -0.23 0.016
C -3.7180 -2.8752 -3.4192 -0.06 -0.05 0.07 0.004
C 0.9030 4.7980 1.4370 0.14 -0.35 -0.09 0.001
C 3.9824 0.8353 1.5833 -0.19 0.12 -0.09 0.000
C 0.2510 3.4345 1.6903 -0.01 -0.39 -0.14 0.006
C -1.4798 -3.2872 -1.8466 0.28 -0.06 0.41 0.000
C -1.6431 -0.3372 5.0298 0.15 0.04 -0.21 0.003
C -1.2249 -0.5771 -5.5351 0.12 -0.04 -0.51 -0.001
C -3.7239 -2.5226 -2.0750 -0.04 -0.11 -0.19 -0.001
C -0.8749 -0.6432 3.7764 0.18 -0.26 0.14 0.041
C 0.8553 2.7204 -1.6872 -0.04 -0.07 0.26 0.001
C 3.7371 -3.2971 -0.4208 0.11 0.24 -0.60 0.000
C -1.1360 3.4821 1.0441 0.06 -0.22 0.07 0.001
H 4.4829 -2.4959 -0.4296 -0.02 -0.12 0.09 0.000
H -1.7392 2.6562 1.4025 -0.13 0.01 -0.08 0.001
H 3.7847 1.0895 -1.0513 0.13 -0.09 0.04 0.000
H 1.1766 2.8193 -2.7276 0.12 -0.01 -0.14 0.000
H -2.5601 -3.7219 -5.0104 0.04 -0.01 -0.06 0.000
H 1.9722 -1.7706 -3.7234 0.08 -0.05 0.01 0.003
H -1.6365 4.4160 1.3096 -0.07 0.23 0.10 0.000
H -0.9506 -0.1030 5.8390 0.04 -0.01 0.13 0.001
H 3.3423 3.7018 -1.8483 0.02 -0.01 -0.18 0.000
H -2.1233 -0.2527 -6.0457 -0.03 0.00 0.03 -0.002
H 1.5354 1.2540 3.9295 -0.19 -0.03 0.17 0.000
H 2.8732 3.5404 3.3558 -0.05 0.18 0.08 0.000
H 0.0730 1.9655 -1.6441 -0.18 0.00 -0.08 0.000
H -2.2919 0.5200 4.8684 0.02 -0.09 0.04 0.000
H 2.2696 0.2329 -1.2918 0.09 -0.10 -0.04 0.001
H 0.8355 5.0639 0.3860 0.05 0.10 -0.16 0.000
H -2.6040 -2.4884 -0.2333 -0.14 0.12 0.13 0.000
H 2.8582 1.3519 -2.5161 0.00 0.07 -0.19 0.000
H 1.0622 -3.3528 4.4171 -0.06 -0.08 0.05 0.001
H -0.4672 2.3615 3.4199 -0.08 -0.14 0.19 0.000
H -5.8413 -2.7380 -3.6642 -0.08 0.02 -0.02 0.000
H -1.0989 3.4142 -0.0369 -0.07 0.03 -0.16 0.000
H 2.9677 -3.1120 -1.1785 0.41 -0.15 0.15 0.000
H -1.9574 -0.0588 -3.5882 -0.11 0.01 0.09 0.002
H -0.2733 -2.7390 5.4173 0.02 -0.07 0.09 0.002
H -0.2449 -1.1937 -7.3499 0.01 0.00 -0.04 0.006
H -0.5477 -4.0881 -3.5767 0.06 -0.02 -0.14 0.000
H 1.3069 -1.9355 5.4397 0.07 -0.04 0.12 0.006
H -4.9193 -1.6164 -4.6568 -0.08 0.10 -0.07 0.000
H 4.5482 1.4464 0.8842 0.11 0.01 -0.15 0.000
H 1.9431 4.8211 1.7415 0.22 0.13 0.01 0.000
H 3.8263 3.5831 1.8726 0.07 0.19 -0.07 0.000
H 3.9128 3.3035 -0.2365 0.20 0.01 0.09 0.000
H 0.4268 3.6715 -1.3849 -0.14 0.14 -0.01 0.000
H 3.2391 0.9456 4.2794 0.18 0.08 0.08 0.000
H -4.9826 -3.3219 -5.1019 -0.03 -0.04 -0.06 0.000
H 2.3307 -0.1646 3.2649 -0.09 -0.06 0.08 0.000
H 4.2031 -4.2695 -0.5643 0.02 0.07 0.02 0.000
H -2.9319 0.3138 2.6000 0.18 -0.27 -0.05 0.004
H 1.8101 -1.9362 -6.1916 -0.01 -0.02 0.05 -0.002
H -2.2522 -1.1902 5.3283 -0.09 -0.02 0.02 0.001
H 0.9180 3.4039 3.7746 0.11 0.00 0.14 0.000
H 0.3723 5.5719 1.9981 -0.15 0.05 0.10 0.000
H 4.6856 0.4585 2.3328 0.08 -0.02 0.14 0.000
H -4.6138 -2.0876 -1.6474 -0.14 0.10 0.15 0.000
H 3.5573 -0.0063 1.0461 0.16 -0.12 -0.07 0.000
H 4.4366 2.7421 3.2960 0.10 -0.09 0.06 0.000
H 2.5889 4.4430 -0.4434 0.00 0.18 0.04 0.000
H -0.6742 4.1043 3.5203 -0.15 0.16 0.04 0.000
```
Positions in Å, forces in eV/Å.

LUMO level (spin up / spin down) in eV: 4.146 / 4.124
2S+1: 3
Net charge: -2
Calculated total energy in a.u.: -4800.83892
Frontier orbital gap (spin up / spin down) in Eh: 0.1744 / 0.2030
E_HOMO (spin up / spin down) in hartree: -0.0220 / -0.0514
Energy relative to the best compared isomer or geometry (same formula, charge and spin) in kJ/mol: 165.04


Below is a 8-piece molecular cluster, C27H30F8NO23 overall, with properties calculated with ωB97M-V/def2-TZVPD.

```
89
Properties=species:S:1:pos:R:3:forces:R:3:mulliken_charge:R:1
F -7.3679 0.3196 7.3447 -0.05 0.05 -0.05 -0.278
F 8.5795 -3.1240 -5.5506 0.03 0.07 -0.01 -0.281
F -7.2166 2.3222 -7.7043 0.04 0.07 -0.04 -0.276
F -5.5737 -2.8022 3.4272 0.02 -0.17 0.04 -0.255
F 4.9099 -3.1059 0.8222 -0.05 0.04 0.14 -0.255
F 3.0428 4.6957 3.2958 0.03 0.00 0.05 -0.287
F -7.9094 -2.5569 -0.9171 -0.01 0.03 -0.06 -0.299
F 7.4710 3.3719 0.6083 -0.13 0.03 -0.08 -0.287
O -9.3138 -0.3003 6.3698 0.00 -0.23 0.01 -0.310
O 7.3545 3.7759 3.8458 0.04 -0.01 0.02 -0.488
O 10.7131 -2.5257 -5.0977 0.03 -0.16 0.16 -0.312
O -3.1840 4.0369 -6.9633 0.06 0.04 -0.04 -0.497
O 12.4190 -1.3161 -4.2394 0.04 0.04 -0.04 -0.489
O -1.0439 -2.5325 2.9967 -0.07 0.27 -0.12 -0.480
O -7.1239 -0.8449 -2.1690 0.19 0.02 0.08 -0.344
O 5.2981 4.5575 3.3280 0.05 -0.08 -0.22 -0.321
O 2.9594 -2.0630 1.3094 -0.26 0.14 -0.27 -0.344
O -8.1571 0.8723 -1.2042 -0.05 -0.06 -0.01 -0.325
O 5.5576 2.4138 3.8794 -0.11 -0.02 -0.04 -0.338
O 8.4684 1.2335 -1.8989 0.04 0.10 -0.01 -0.352
O 7.1852 1.2456 -0.0887 0.23 -0.07 0.12 -0.249
O 1.5870 -0.4622 2.0879 -0.20 -0.11 -0.20 -0.789
O 3.6133 0.0491 1.2817 0.00 -0.04 0.09 -0.316
O -8.5677 -0.9089 4.3592 0.08 -0.01 0.00 -0.251
O -10.7867 -0.7433 4.7116 -0.06 0.04 -0.03 -0.481
O 10.4038 -1.3459 -3.2336 -0.09 -0.01 0.03 -0.292
O -5.0153 4.0011 -5.6539 -0.06 0.00 -0.01 -0.325
O -5.0310 2.8947 -7.5858 0.08 -0.15 0.12 -0.320
O -6.9743 1.2064 -3.0911 -0.04 0.08 -0.20 -0.523
O 7.1155 -0.5127 -1.4895 -0.19 -0.01 0.06 -0.513
O -5.4932 -1.2203 1.9090 0.29 -0.46 0.24 -0.493
N -0.6296 -1.4769 0.8690 -0.37 0.11 -0.52 0.368
C -4.2958 3.6899 -6.7581 -0.13 0.00 0.02 0.656
C 4.1486 2.6401 3.7783 0.00 -0.11 0.01 -0.058
C -7.9434 -0.6049 6.5413 -0.14 0.09 -0.03 0.344
C -9.6779 -0.6570 5.1046 0.09 0.10 0.04 0.592
C -3.9261 -3.0333 1.7352 0.03 0.12 -0.14 -0.809
C -7.4661 -1.2784 -0.8662 -0.05 0.00 -0.04 0.840
C 4.0952 3.9137 2.9610 0.04 0.09 0.14 0.347
C -7.3942 0.4901 -2.2474 -0.01 -0.03 0.17 0.631
C -8.5419 -0.2934 -0.4614 -0.06 0.02 0.06 -0.406
C -1.3265 -1.0470 -0.1209 -0.11 -0.06 0.39 -0.041
C -6.1611 2.4361 -6.8650 0.03 0.08 -0.09 0.353
C -2.7917 -2.0905 1.3402 0.28 0.21 -0.47 0.321
C -7.4198 -0.5385 5.1226 0.08 0.07 -0.07 -0.249
C 7.5568 0.5550 -1.1974 -0.02 0.06 -0.09 0.688
C 6.1956 3.6041 3.7053 -0.07 -0.01 0.05 0.703
C 4.1590 -2.0422 0.5086 0.11 -0.06 0.01 0.399
C 11.2989 -1.6859 -4.1958 -0.10 0.05 -0.04 0.626
C -5.0545 -2.2429 2.3350 -0.33 0.61 -0.33 0.701
C 8.6198 2.5402 -1.3151 0.06 0.04 -0.05 -0.434
C -1.3558 -2.5232 1.6496 0.01 0.07 0.12 -0.243
C 9.1184 -1.8501 -3.6075 0.03 0.00 0.03 -0.345
C 8.1209 2.3086 0.0970 -0.04 0.01 0.03 0.296
C -2.6152 -1.7863 -0.1815 0.29 -0.42 0.47 -1.037
C 4.7824 -0.7261 0.9159 0.13 0.00 0.02 -0.011
C 2.6394 -0.7934 1.5979 0.57 -0.07 0.15 0.671
C -6.3539 3.5237 -5.8319 -0.11 0.00 0.20 -0.275
C 9.4864 -2.9721 -4.5542 0.09 0.10 -0.12 0.334
H -7.8533 -1.5842 7.0147 0.06 0.04 0.08 0.286
H 9.6408 -3.9401 -4.0745 -0.08 -0.05 -0.06 0.275
H -1.0043 -0.2353 -0.7646 0.21 -0.16 -0.02 0.529
H -7.1258 0.4809 4.8666 0.00 0.04 0.11 0.246
H 3.8756 -2.1040 -0.5430 0.00 -0.07 0.01 0.320
H -4.3458 -3.4803 0.8299 0.01 -0.24 0.11 0.423
H -2.8786 -1.1153 1.8246 -0.31 -0.09 0.22 0.274
H -6.9822 4.3257 -6.2213 -0.01 -0.04 -0.10 0.269
H 8.5575 -1.0714 -4.1252 -0.03 -0.05 -0.08 0.205
H -3.6138 -3.8251 2.4105 0.06 0.00 0.02 0.363
H 5.3322 -0.2426 0.1219 -0.11 0.14 -0.08 -0.110
H -3.4397 -1.3466 -0.7291 0.03 0.24 0.09 0.368
H 7.9803 3.2469 -1.8444 -0.04 0.02 0.06 0.291
H 4.0855 3.7613 1.8798 -0.08 0.05 -0.01 0.250
H -0.2216 -2.0643 3.1979 -0.01 -0.12 -0.04 0.287
H -6.5725 -1.2440 -0.2405 -0.06 -0.09 0.06 -0.132
H 9.6544 2.8623 -1.3703 0.04 -0.17 -0.04 0.315
H -6.7576 3.1582 -4.8917 0.16 0.00 0.06 0.168
H -1.1255 -3.4911 1.1837 0.07 -0.02 0.03 0.316
H 3.6594 1.7960 3.3005 0.13 -0.04 -0.05 -0.091
H 8.5665 -2.1737 -2.7334 0.10 0.01 0.11 0.261
H 5.4211 -0.8416 1.7914 -0.02 -0.06 0.02 0.290
H -6.5973 -1.2155 4.9287 -0.07 -0.15 -0.06 0.091
H 8.8857 1.9862 0.8040 -0.03 0.06 0.07 0.260
H -9.5241 -0.6343 -0.7897 0.02 -0.05 -0.03 0.280
H 3.7272 2.7994 4.7717 -0.03 0.09 -0.01 0.274
H -8.5627 -0.0758 0.6023 0.08 0.12 -0.03 0.251
H -2.3302 -2.7405 -0.6506 -0.34 -0.01 -0.27 0.386
H 0.3009 -1.1346 1.1488 0.12 0.14 0.21 0.195
H -5.9397 1.4524 -6.4477 -0.10 -0.05 -0.03 0.267
```
Positions in Å, forces in eV/Å.

LUMO level in eV: -4.582
Net charge: +1
Calculated total energy in a.u.: -3630.91827
Frontier orbital gap in Eh: 0.2979
E_HOMO in hartree: -0.4663